(1)
# C23H45ClNO4PS3

An isolated molecule of C23H45ClNO4PS3 at a distorted geometry (ωB97M-V with the def2-TZVPD basis set, the Open Molecules 2025 dataset).

Geometry as ORCA input:
```
! wB97M-V def2-TZVPD RIJCOSX def2/J DEFGRID3
* xyz 0 1
C -2.502 5.610 -1.036
C -1.333 4.719 -1.455
C -1.014 3.567 -0.490
C -2.197 2.832 0.137
N -2.865 1.772 -0.643
C -1.979 0.756 -1.191
C -1.014 0.171 -0.175
C -1.679 -0.301 1.126
C -1.107 -1.621 1.647
P 0.478 -1.370 2.574
C 1.911 -1.882 1.512
C 2.161 -0.915 0.345
C 3.663 -0.819 0.009
C 3.978 0.399 -0.876
C 4.804 1.516 -0.206
O 4.767 1.533 1.223
C 3.858 2.416 1.762
C 2.693 1.819 2.501
O 4.011 3.637 1.661
C 0.523 -2.630 3.945
C -0.202 -3.966 3.691
C 0.658 -4.991 2.941
C -0.192 -6.011 2.182
S -0.672 -5.385 0.572
O 0.291 -4.447 0.083
O -2.034 -4.955 0.647
Cl -0.581 -7.013 -0.663
C -3.848 2.238 -1.532
S -5.344 2.539 -0.982
S -3.533 2.647 -3.262
C -3.028 1.138 -4.162
C -1.617 1.293 -4.769
C -0.901 -0.043 -4.892
H -3.423 5.258 -1.497
H -2.346 6.625 -1.392
H -2.618 5.671 0.042
H -0.442 5.350 -1.480
H -1.455 4.377 -2.476
H -0.312 2.899 -0.985
H -0.464 4.010 0.342
H -1.838 2.370 1.054
H -2.974 3.518 0.457
H -2.581 -0.050 -1.605
H -1.397 1.167 -2.027
H -0.254 0.917 0.052
H -0.480 -0.657 -0.631
H -2.744 -0.430 0.945
H -1.568 0.466 1.888
H -0.991 -2.337 0.836
H -1.828 -2.029 2.353
H 2.768 -1.875 2.182
H 1.773 -2.869 1.077
H 1.792 0.082 0.560
H 1.685 -1.343 -0.533
H 4.265 -0.855 0.911
H 3.887 -1.706 -0.581
H 4.571 0.053 -1.718
H 3.054 0.823 -1.262
H 5.844 1.394 -0.489
H 4.496 2.488 -0.588
H 2.471 2.390 3.392
H 1.834 1.845 1.834
H 2.861 0.776 2.748
H 1.574 -2.869 4.100
H 0.118 -2.170 4.839
H -1.152 -3.822 3.181
H -0.448 -4.391 4.665
H 1.229 -5.558 3.673
H 1.377 -4.514 2.283
H 0.342 -6.944 2.036
H -1.123 -6.174 2.712
H -3.071 0.267 -3.522
H -3.750 0.968 -4.956
H -1.719 1.796 -5.726
H -1.059 1.932 -4.091
H -1.508 -0.806 -5.372
H -0.525 -0.388 -3.933
H -0.023 0.095 -5.523
*
```

The HOMO energy comes out at -8.005 eV. The orbital gap is 7.851 eV. Its structure (SMILES) is CCCCN(CCCCP(CCCCCOC(C)=O)CCCCS(=O)(=O)Cl)C(=S)SCCC.

***

(2)
# C2H5N3O

An isolated molecule of C2H5N3O at a distorted geometry (ωB97M-V with the def2-TZVPD basis set, the Open Molecules 2025 dataset).

Geometry as ORCA input:
```
! wB97M-V def2-TZVPD RIJCOSX def2/J DEFGRID3
* xyz 0 1
N 0.764 -0.819 -1.362
C -0.308 0.318 1.244
C -1.180 0.539 0.108
O 0.810 1.209 1.402
N 1.022 0.006 0.671
N 0.817 0.337 -0.670
H 0.998 -1.681 -0.883
H 1.064 -0.735 -2.322
H -0.619 -0.125 2.189
H -2.046 1.178 0.261
H -1.321 -0.226 -0.638
*
```

The HOMO energy (alpha / beta) comes out at -8.299 / -8.080 eV. The orbital gap (alpha / beta) is 8.798 / 8.356 eV. The value obtained for the energy relative to the best compared isomer or geometry (same formula, charge and spin) is 177.0 kcal/mol.

***

(3)
# CHClFO2S2

The ion CHClFO2S2 with charge -1 at a distorted geometry (ωB97M-V with the def2-TZVPD basis set, the Open Molecules 2025 dataset).

Geometry as ORCA input:
```
! wB97M-V def2-TZVPD RIJCOSX def2/J DEFGRID3
* xyz -1 1
C -0.650 0.784 -0.445
O -2.355 0.312 1.685
O -3.296 1.227 -0.399
F -0.598 0.533 -1.773
S -2.625 -1.666 -0.302
S -2.443 0.252 0.250
Cl -0.102 2.362 -0.040
H 0.153 -0.117 0.087
*
```

The HOMO energy comes out at -4.344 eV. The orbital gap is 7.727 eV. Its structure (SMILES) is O=S(=O)([S-])[C@@H](F)Cl. The value obtained for the energy relative to the best compared isomer or geometry (same formula, charge and spin) is 15.6 kcal/mol.